[1]
Molecular formula: C20H49BN5O8P
Method: DFT, ωB97M-V with the def2-TZVPD basis set

Structure (ORCA input):
```
! wB97M-V def2-TZVPD RIJCOSX def2/J DEFGRID3
* xyz 0 1
C -0.973 -1.151 3.994
C -1.221 -1.766 2.634
O -0.314 -1.333 1.633
C -0.461 0.006 1.255
C 0.785 0.373 0.481
O 0.834 1.802 0.335
B 1.928 2.098 -0.433
P 3.747 1.910 0.191
C 3.666 1.559 1.988
O 4.279 0.466 -0.490
H 0.085 -1.129 4.221
H -1.559 -1.654 4.746
H -1.309 -0.122 3.966
H -2.260 -1.636 2.338
H -1.060 -2.833 2.720
H -1.310 0.169 0.589
H -0.534 0.703 2.084
H 1.633 0.040 1.077
H 0.759 -0.145 -0.472
H 1.758 2.511 -1.542
H 4.676 1.406 2.341
H 3.102 0.663 2.226
H 3.234 2.395 2.516
H 3.494 -0.064 -0.708
C -1.766 -0.938 -2.674
N -2.904 -1.573 -2.038
C -4.107 -1.824 -2.816
C -2.880 -1.938 -0.746
O -3.798 -2.481 -0.155
H -2.048 0.050 -3.046
H -1.414 -1.545 -3.511
H -0.949 -0.827 -1.966
H -4.952 -1.303 -2.365
H -4.323 -2.894 -2.825
H -3.962 -1.473 -3.834
H -1.924 -1.706 -0.251
C -9.329 -1.046 0.375
N -7.951 -0.818 -0.009
C -6.884 -1.434 0.772
C -7.625 -0.057 -1.064
O -6.486 0.171 -1.429
H -9.503 -0.682 1.390
H -9.559 -2.113 0.339
H -9.997 -0.521 -0.304
H -6.231 -0.664 1.181
H -6.279 -2.084 0.141
H -7.317 -2.012 1.584
H -8.505 0.357 -1.588
C 3.339 1.714 -5.229
N 2.316 0.868 -4.639
C 1.119 0.554 -5.402
C 2.442 0.368 -3.406
O 1.617 -0.341 -2.847
H 2.925 2.691 -5.480
H 3.728 1.252 -6.138
H 4.157 1.851 -4.526
H 0.233 0.905 -4.871
H 1.030 -0.525 -5.533
H 1.172 1.035 -6.374
H 3.385 0.663 -2.917
C -0.964 -2.194 9.734
N -1.306 -1.298 8.648
C -0.393 -0.223 8.297
C -2.447 -1.424 7.944
O -2.772 -0.697 7.027
H -0.852 -1.635 10.665
H -0.026 -2.710 9.518
H -1.749 -2.936 9.863
H -0.891 0.742 8.401
H -0.071 -0.327 7.260
H 0.474 -0.255 8.951
H -3.072 -2.269 8.282
C 8.628 2.568 -3.854
N 7.770 2.562 -5.022
C 7.827 1.439 -5.942
C 6.914 3.566 -5.287
O 6.171 3.605 -6.249
H 9.677 2.533 -4.156
H 8.413 1.704 -3.222
H 8.461 3.473 -3.275
H 8.105 1.783 -6.938
H 6.851 0.958 -6.010
H 8.560 0.718 -5.589
H 6.944 4.370 -4.531
*
```

The LUMO energy comes out at 0.21 eV. The value obtained for the highest occupied orbital energy is -8.1 eV. The value obtained for the orbital gap is 8.349 eV. The SMILES is CCOCCOBP(C)O.CN(C)C=O.CN(C)C=O.CN(C)C=O.CN(C)C=O.CN(C)C=O.

=====

[2]
Molecular formula: C20H50AuN2O4Si2
Method: DFT, ωB97M-V with the def2-TZVPD basis set

Structure (ORCA input):
```
! wB97M-V def2-TZVPD RIJCOSX def2/J DEFGRID3
* xyz 1 3
O -0.455 -1.129 -1.691
O 0.850 1.009 -3.259
C 0.269 -2.348 -2.209
C -0.458 -3.564 -1.680
H 1.311 -2.304 -1.872
H 0.235 -2.214 -3.285
H -0.602 -3.481 -0.589
H 0.066 -4.500 -1.884
H -1.450 -3.627 -2.147
C -1.694 -0.752 -2.437
C -1.608 -1.005 -3.924
H -1.868 0.297 -2.187
H -2.498 -1.340 -1.987
H -0.851 -0.351 -4.389
H -2.598 -0.782 -4.355
H -1.404 -2.067 -4.147
C 0.370 2.361 -3.082
C 2.143 0.755 -3.839
C -0.665 2.653 -4.135
H 1.217 3.070 -3.124
H -0.054 2.379 -2.063
H -0.225 2.586 -5.133
H -1.056 3.653 -3.972
H -1.482 1.935 -4.057
C 2.084 0.886 -5.340
H 2.380 -0.271 -3.500
H 2.876 1.460 -3.403
H 1.280 0.273 -5.745
H 3.024 0.533 -5.743
H 1.935 1.925 -5.632
H -0.005 -0.582 -0.843
Au 0.077 0.140 1.379
C 1.477 0.132 -0.249
Si 3.156 0.527 0.473
H 1.613 -0.884 -0.679
H 1.251 0.874 -1.038
C 4.427 -0.539 -0.419
C 3.517 0.279 2.275
C 3.525 2.327 0.128
C -1.766 -0.924 1.413
Si -3.314 0.186 1.275
H -1.701 -1.522 2.342
H -1.738 -1.632 0.562
C -4.496 -0.695 0.095
C -2.918 1.903 0.612
C -4.109 0.319 2.964
H 2.975 2.700 -0.744
H 4.602 2.431 -0.060
H 3.266 2.945 0.998
H 4.245 -1.607 -0.234
H 5.425 -0.286 -0.033
H 4.405 -0.362 -1.502
H 3.004 -0.560 2.756
H 3.281 1.178 2.857
H 4.601 0.116 2.382
H -3.409 2.083 -0.356
H -1.832 2.039 0.497
H -3.266 2.657 1.334
H -5.090 0.805 2.864
H -3.489 0.911 3.653
H -4.253 -0.686 3.385
H -5.518 -0.327 0.260
H -4.479 -1.776 0.299
H -4.236 -0.538 -0.960
C 0.562 -1.664 5.787
C 0.322 -0.936 4.513
N 0.747 -1.375 3.342
O 1.521 -2.515 3.487
C -0.434 0.274 4.513
C -1.064 0.867 5.717
N -0.599 0.917 3.316
O -1.217 2.024 3.325
H 1.177 -2.544 5.595
H -0.379 -1.989 6.247
H 1.075 -1.028 6.517
H 1.720 -2.799 2.581
H -0.822 1.923 5.834
H -2.155 0.803 5.714
H -0.757 0.373 6.634
*
```

The LUMO energy (spin up / spin down) comes out at -3.32 / -5.07 eV. The value obtained for the highest occupied orbital energy (spin up / spin down) is -9.8 / -11.6 eV. The value obtained for the orbital gap (spin up / spin down) is 6.452 / 6.526 eV.

=====

[3]
Molecular formula: C20H50F3N15O12
Method: DFT, ωB97M-V with the def2-TZVPD basis set

Structure (ORCA input):
```
! wB97M-V def2-TZVPD RIJCOSX def2/J DEFGRID3
* xyz 0 1
C -4.076 0.817 1.416
O -2.807 1.333 1.090
C -2.754 1.796 -0.247
C -1.368 2.317 -0.635
C -0.723 2.909 0.610
C 0.672 3.498 0.354
C 1.424 3.708 1.668
C 2.067 2.419 2.226
N 3.059 1.810 1.346
C -1.617 3.444 -1.689
O -1.668 4.711 -1.120
O -3.010 4.919 -0.682
O -0.525 1.350 -1.305
C -0.644 0.066 -0.869
O -1.356 -0.732 -1.454
C 0.175 -0.393 0.325
C -0.618 -1.219 1.332
C -0.697 -2.677 0.988
F -1.274 -3.120 -0.155
C -0.189 -3.625 1.821
F -0.616 -3.727 3.078
F 0.778 -4.488 1.528
H -3.987 -0.060 2.053
H -4.684 1.559 1.933
H -4.648 0.507 0.539
H -3.154 1.068 -0.957
H -3.422 2.658 -0.313
H -1.343 3.675 1.063
H -0.590 2.158 1.387
H 0.545 4.487 -0.082
H 1.240 2.911 -0.364
H 0.740 4.074 2.437
H 2.211 4.448 1.530
H 2.546 2.700 3.161
H 1.255 1.721 2.431
H 3.765 2.520 1.182
H 2.643 1.568 0.458
H -2.549 3.201 -2.202
H -0.829 3.385 -2.435
H -2.878 5.215 0.230
H 0.960 -1.026 -0.093
H 0.668 0.459 0.782
H -0.078 -1.171 2.275
H -1.615 -0.817 1.525
N -4.810 4.391 3.852
C -3.748 5.016 3.279
N -2.767 5.420 4.139
O -3.673 5.198 2.071
H -4.890 4.220 4.836
H -5.541 4.079 3.243
H -1.971 5.882 3.744
H -2.806 5.277 5.130
N -1.630 -6.439 -1.441
C -0.575 -7.290 -1.244
N 0.339 -6.866 -0.319
O -0.460 -8.342 -1.847
H -1.740 -5.567 -0.958
H -2.319 -6.715 -2.113
H 1.129 -7.459 -0.148
H 0.253 -6.005 0.185
N -2.784 -1.510 -4.927
C -1.721 -0.988 -5.609
N -0.722 -0.496 -4.815
O -1.665 -0.965 -6.828
H -2.837 -1.538 -3.926
H -3.543 -1.884 -5.471
H 0.079 -0.105 -5.271
H -0.759 -0.511 -3.813
N 6.260 0.825 0.602
C 6.568 1.527 -0.530
N 7.643 1.063 -1.221
O 5.914 2.502 -0.882
H 6.775 0.027 0.921
H 5.470 1.148 1.131
H 7.895 1.558 -2.054
H 8.190 0.265 -0.936
N -3.528 -0.210 6.702
C -3.309 0.508 5.558
N -2.234 0.104 4.815
O -4.020 1.440 5.225
H -2.957 -0.979 6.994
H -4.310 0.060 7.269
H -2.046 0.611 3.968
H -1.635 -0.657 5.070
N 11.272 -1.437 -0.893
C 10.756 -0.815 0.207
N 11.431 -1.031 1.371
O 9.757 -0.111 0.154
H 12.089 -2.017 -0.871
H 10.799 -1.297 -1.766
H 11.076 -0.585 2.196
H 12.251 -1.601 1.441
N -4.121 -4.777 -6.881
C -5.327 -4.245 -6.521
N -6.308 -5.156 -6.235
O -5.514 -3.042 -6.459
H -3.942 -5.760 -6.940
H -3.382 -4.132 -7.099
H -7.204 -4.795 -5.969
H -6.176 -6.148 -6.281
*
```

The LUMO energy comes out at -0.26 eV. The value obtained for the highest occupied orbital energy is -9.1 eV. The value obtained for the orbital gap is 8.828 eV. The SMILES is COC[C@](CCCCN)(COO)OC(=O)CCC(F)=C(F)F.NC(N)=O.NC(N)=O.NC(N)=O.NC(N)=O.NC(N)=O.NC(N)=O.NC(N)=O. The calculation puts the energy above the lowest of the compared OMol25 structures with the same formula, charge and spin at 29.13 kcal/mol.